Entry from the OMol25 dataset: 2 unconnected molecules or ions with the total composition CH5BrN2P (ωB97M-V with the def2-TZVPD basis set).

Output
HOMO energy: -14.43 eV
E_tot: -3065.688211 hartree
Energy relative to the best compared isomer or geometry (same formula, charge and spin): 129.4 kJ/mol
Lowest unoccupied orbital energy: -0.1885 Eh
Gap between HOMO and LUMO: 9.30 eV

Structure (ORCA input):
```
! RIJCOSX wB97M-V def2-TZVPD def2/J DEFGRID3
* xyz 1 1
C 0.2531 -0.0420 -0.1615
N 1.3650 0.5857 0.1258
N -0.0250 -1.2625 -0.5434
P -1.0910 1.2785 -0.2097
Br -2.9082 -0.0812 -0.4046
H 2.3394 0.2968 -0.0452
H 1.1542 1.5626 0.3850
H 0.5615 -2.0834 -0.3454
H -0.9909 -1.6255 -0.4522
H -0.6581 1.3711 1.6512
*
```

---

Entry from the OMol25 dataset: a gas-phase ion, CH5BrN3 (charge +1) (ωB97M-V with the def2-TZVPD basis set).

Output
HOMO energy: -15.08 eV
E_tot: -2779.048845 hartree
Structure (SMILES): NC(=[NH2+])NBr
Energy relative to the best compared isomer or geometry (same formula, charge and spin): 191.3 kJ/mol
Lowest unoccupied orbital energy: -0.1946 Eh
Gap between HOMO and LUMO: 9.78 eV

Structure (ORCA input):
```
! RIJCOSX wB97M-V def2-TZVPD def2/J DEFGRID3
* xyz 1 1
N 0.8108 -0.7736 0.1671
C -0.2829 -0.1211 0.0306
N -0.2908 1.5966 0.2024
N -1.4590 -0.7234 0.0953
Br -3.2542 -0.0409 -0.0355
H 0.5972 -1.7798 0.4152
H 1.8363 -0.5818 0.4405
H 0.5782 1.7729 -0.3575
H -1.1158 1.9137 -0.2937
H -1.4156 -1.6617 -0.1880
*
```

---

Entry from the OMol25 dataset: 2 unconnected molecules or ions with the total composition CH5BrP2 (ωB97M-V with the def2-TZVPD basis set).

Output
HOMO energy (alpha / beta): -8.42 / -8.10 eV
E_tot: -3297.684014 hartree
Energy relative to the best compared isomer or geometry (same formula, charge and spin): 314.4 kJ/mol
Lowest unoccupied orbital energy (alpha / beta): -0.0353 / -0.0092 Eh
Gap between HOMO and LUMO (alpha / beta): 7.46 / 7.85 eV

Structure (ORCA input):
```
! RIJCOSX wB97M-V def2-TZVPD def2/J DEFGRID3
* xyz 0 1
C 1.7372 1.2041 -0.1260
P -1.2112 -1.6205 -0.1835
P -1.2129 0.3353 0.6496
Br 2.7971 -0.3050 -0.0151
H 1.5050 1.5441 -1.1189
H 1.8175 1.9032 0.6825
H -1.2594 -2.2786 1.0463
H -2.5951 -1.7042 -0.3639
H -1.5782 0.9217 -0.5711
*
```

---

Entry from the OMol25 dataset: 2 unconnected molecules or ions with the total composition CH5BrSi (ωB97M-V with the def2-TZVPD basis set).

Output
HOMO energy (alpha / beta): -7.43 / -10.39 eV
E_tot: -2904.469106 hartree
Energy relative to the best compared isomer or geometry (same formula, charge and spin): 418.0 kJ/mol
Lowest unoccupied orbital energy (alpha / beta): -0.0200 / -0.0176 Eh
Gap between HOMO and LUMO (alpha / beta): 6.88 / 9.91 eV

Structure (ORCA input):
```
! RIJCOSX wB97M-V def2-TZVPD def2/J DEFGRID3
* xyz 0 1
C 0.5434 0.7828 0.0648
Si -0.6600 -0.6564 0.5548
Br -2.6848 0.0671 0.0871
H 1.6302 0.5479 0.1708
H 0.5050 1.1052 -1.0397
H 0.4971 1.6163 0.6050
H -0.2162 -1.5178 1.6929
H 0.3854 -1.9451 -2.1358
*
```

---

Entry from the OMol25 dataset: 2 unconnected molecules or ions with the total composition CH5ClN2 (ωB97M-V with the def2-TZVPD basis set).

Output
HOMO energy: -8.78 eV
E_tot: -610.605011 hartree
Energy relative to the best compared isomer or geometry (same formula, charge and spin): 489.8 kJ/mol
Lowest unoccupied orbital energy: -0.0617 Eh
Gap between HOMO and LUMO: 7.10 eV

Structure (ORCA input):
```
! RIJCOSX wB97M-V def2-TZVPD def2/J DEFGRID3
* xyz 0 1
C -0.5233 -0.6399 -0.0838
N -0.4191 0.7014 0.1493
N 2.1812 1.1528 -0.1438
Cl 2.5111 -0.4479 -0.2275
H -1.0020 -0.9483 -1.0251
H 0.5359 -1.0627 -0.1347
H -0.9756 -1.1304 0.7845
H -0.3782 1.2529 -0.7030
H 2.1841 1.4391 0.8352
*
```

---

Entry from the OMol25 dataset: 2 unconnected molecules or ions with the total composition CH5ClN3O (ωB97M-V with the def2-TZVPD basis set).

Output
HOMO energy (alpha / beta): -14.90 / -14.49 eV
E_tot: -740.371525 hartree
Lowest unoccupied orbital energy (alpha / beta): -0.1192 / -0.2659 Eh
⟨S²⟩: 2.01
Gap between HOMO and LUMO (alpha / beta): 11.66 / 7.25 eV

Structure (ORCA input):
```
! RIJCOSX wB97M-V def2-TZVPD def2/J DEFGRID3
* xyz 1 3
C -0.6014 -0.1497 0.0215
N -1.9096 -0.2959 -0.1172
N -0.0253 0.8872 0.4928
N 0.2821 -1.1339 -0.1618
O 2.4386 0.5714 -0.2907
Cl 3.8886 0.2457 0.2222
H -2.6518 0.2509 0.2357
H -2.3311 -1.1033 -0.4900
H -0.2995 1.8341 0.4311
H 1.0789 0.6933 0.5306
H 0.1307 -1.7997 -0.8743
*
```

---

Entry from the OMol25 dataset: 2 unconnected molecules or ions with the total composition CH5ClNOP (ωB97M-V with the def2-TZVPD basis set).

Output
HOMO energy (alpha / beta): -9.02 / -10.34 eV
E_tot: -972.587420 hartree
Energy relative to the best compared isomer or geometry (same formula, charge and spin): 338.7 kJ/mol
Lowest unoccupied orbital energy (alpha / beta): -0.0321 / -0.0488 Eh
Gap between HOMO and LUMO (alpha / beta): 8.15 / 9.02 eV

Structure (ORCA input):
```
! RIJCOSX wB97M-V def2-TZVPD def2/J DEFGRID3
* xyz 0 1
C -0.7323 -1.0051 1.2112
N 0.3074 2.2211 -0.9702
O 1.7685 -0.7671 0.0322
P 0.3811 -0.3415 -0.1730
Cl -0.4497 -0.9976 -1.8354
H -1.2949 -0.1689 1.6252
H -1.5132 -1.7772 0.7462
H -0.1589 -1.5066 2.0007
H 1.3147 2.4573 -0.7005
H 0.3772 1.8855 -1.9362
*
```

---

Entry from the OMol25 dataset: a molecular structure, CH5ClNOP (ωB97M-V with the def2-TZVPD basis set).

Output
HOMO energy: -9.09 eV
E_tot: -972.564341 hartree
Energy relative to the best compared isomer or geometry (same formula, charge and spin): 399.3 kJ/mol
Lowest unoccupied orbital energy: 0.0184 Eh
Gap between HOMO and LUMO: 9.59 eV

Structure (ORCA input):
```
! RIJCOSX wB97M-V def2-TZVPD def2/J DEFGRID3
* xyz 0 1
C -0.7150 1.0653 1.2851
N 1.2968 -1.1788 -0.9882
O -0.2152 1.0114 -0.1020
P -0.3046 -0.4356 -0.9603
Cl 1.1231 -2.5102 0.1309
H -1.5365 1.7143 1.2616
H -0.0616 1.5458 1.9711
H -0.9482 0.1082 1.6253
H 1.5932 -1.6501 -2.0389
H -0.2320 0.3297 -2.1848
*
```

---

Entry from the OMol25 dataset: 2 unconnected molecules or ions with the total composition CH5ClNP (ωB97M-V with the def2-TZVPD basis set).

Output
HOMO energy: -9.30 eV
E_tot: -897.331646 hartree
Structure (SMILES): [H]/P=N/C.Cl
Energy relative to the best compared isomer or geometry (same formula, charge and spin): 266.0 kJ/mol
Lowest unoccupied orbital energy: -0.0268 Eh
Gap between HOMO and LUMO: 8.57 eV

Structure (ORCA input):
```
! RIJCOSX wB97M-V def2-TZVPD def2/J DEFGRID3
* xyz 0 1
H -0.3252 -2.4877 0.8839
P 0.3882 -1.7837 -0.1267
N 0.2206 -0.3044 0.3839
C 1.0096 0.8576 -0.0703
H 0.3461 1.5109 -0.6065
H 1.4739 1.2632 0.6960
H 1.9037 0.6537 -0.7832
Cl -3.1414 0.2940 -0.0985
H -1.8755 -0.0037 -0.2786
*
```

---

Entry from the OMol25 dataset: a molecular structure, CH5FN3O4S (ωB97M-V with the def2-TZVPD basis set).

Output
HOMO energy (alpha / beta): -14.73 / -14.73 eV
E_tot: -1003.926639 hartree
Energy relative to the best compared isomer or geometry (same formula, charge and spin): 0.0 kJ/mol
Lowest unoccupied orbital energy (alpha / beta): -0.2102 / -0.2102 Eh
Gap between HOMO and LUMO (alpha / beta): 9.01 / 9.01 eV

Structure (ORCA input):
```
! RIJCOSX wB97M-V def2-TZVPD def2/J DEFGRID3
* xyz 1 1
C 0.7659 0.0171 0.4160
N 2.0900 0.2512 0.3142
N -0.0141 -0.4015 -0.6039
N 0.2408 -0.2820 -1.9191
O 0.0169 0.1510 1.4838
O -1.7170 1.5538 0.1126
O -2.5178 -1.0309 -0.1618
O 2.8198 0.8395 1.3266
F -2.2918 -0.0762 1.9137
S -1.6250 0.1997 0.5080
H 2.7403 0.3499 -0.4764
H -0.1829 -1.1429 -2.4711
H -3.4531 -1.1783 0.0822
H -0.0726 0.6764 -2.3541
H 3.2006 0.0732 1.8292
*
```

---

Entry from the OMol25 dataset: 2 unconnected molecules or ions with the total composition CH5FOSi (ωB97M-V with the def2-TZVPD basis set).

Output
HOMO energy (alpha / beta): -6.39 / -11.77 eV
E_tot: -505.560517 hartree
Energy relative to the best compared isomer or geometry (same formula, charge and spin): 0.0 kJ/mol
Lowest unoccupied orbital energy (alpha / beta): 0.0227 / -0.0843 Eh
⟨S²⟩: 2.00
Gap between HOMO and LUMO (alpha / beta): 7.00 / 9.47 eV

Structure (ORCA input):
```
! RIJCOSX wB97M-V def2-TZVPD def2/J DEFGRID3
* xyz 0 3
C 1.6367 0.4306 0.0783
O -2.3176 -0.3592 0.9056
F 1.2892 -0.5533 -0.8763
Si -2.0216 0.4975 -0.4833
H 0.7965 0.6394 0.8097
H 1.8168 1.3747 -0.4938
H -1.9520 -1.3053 0.8774
H -1.8315 -0.7590 -1.4410
H 2.5836 0.0347 0.6233
*
```

---

Entry from the OMol25 dataset: 2 unconnected molecules or ions with the total composition CH5FS (ωB97M-V with the def2-TZVPD basis set).

Output
HOMO energy: -9.33 eV
E_tot: -539.110967 hartree
Structure (SMILES): CS.F
Energy relative to the best compared isomer or geometry (same formula, charge and spin): 62.9 kJ/mol
Lowest unoccupied orbital energy: 0.0296 Eh
Gap between HOMO and LUMO: 10.14 eV

Structure (ORCA input):
```
! RIJCOSX wB97M-V def2-TZVPD def2/J DEFGRID3
* xyz 0 1
C -1.9775 0.2824 0.0282
S -0.3014 -0.3393 -0.0421
H -1.9376 1.2199 -0.6085
H -2.5761 -0.5568 -0.0497
H -2.2782 0.6165 1.0525
H 0.2624 0.7384 -0.6200
F 2.3821 0.1478 0.0161
H 1.7772 0.3860 0.5853
*
```

---

Q: Which formula does entry 8 have?
A: CH5ClNOP